{
  "formula": "C10H17NO6S",
  "method": "the ωB97M-V functional and the def2-TZVPD basis",
  "symbols": ["C", "C", "O", "O", "C", "C", "C", "C", "C", "N", "C", "O", "O", "C", "S", "C", "O", "O", "H", "H", "H", "H", "H", "H", "H", "H", "H", "H", "H", "H", "H", "H", "H", "H", "H"],
  "xyz": [[-1.333, -3.063, -0.650], [-1.212, -2.179, -1.869], [-2.030, -2.145, -2.738], [-0.141, -1.349, -1.951], [1.059, -1.619, -1.221], [1.985, -0.437, -1.386], [1.680, 0.808, -0.529], [0.257, 1.008, 0.004], [-0.751, 1.752, -0.907], [-1.845, 0.967, -1.479], [-1.405, 2.771, 0.033], [-2.075, 3.709, -0.229], [-1.087, 2.418, 1.339], [0.257, 1.937, 1.235], [0.756, 1.239, 2.817], [-0.080, -0.322, 2.908], [0.244, 2.059, 3.871], [2.170, 1.003, 2.690], [-0.714, -3.955, -0.753], [-2.374, -3.362, -0.572], [-1.038, -2.546, 0.263], [1.528, -2.521, -1.623], [0.839, -1.799, -0.165], [2.989, -0.788, -1.138], [2.009, -0.171, -2.444], [1.904, 1.695, -1.127], [2.375, 0.826, 0.309], [-0.235, 0.090, 0.332], [-0.270, 2.275, -1.734], [-2.086, 0.187, -0.880], [-1.578, 0.578, -2.374], [0.928, 2.793, 1.090], [-0.164, -0.526, 3.975], [0.519, -1.087, 2.421], [-1.079, -0.242, 2.483]],
  "atomic_forces_ev_per_a": [[-0.080, 0.075, -0.019], [0.330, -0.123, 0.297], [-0.291, 0.128, -0.199], [0.094, -0.191, -0.102], [0.058, -0.062, 0.173], [-0.016, 0.075, -0.066], [-0.100, 0.040, -0.188], [0.185, 0.347, 0.278], [-0.520, -0.377, -0.059], [0.211, 0.161, -0.091], [0.079, -0.104, 0.094], [-0.219, -0.006, -0.014], [0.442, 0.256, -0.197], [-0.541, 0.058, -0.079], [-0.006, -0.106, -0.152], [0.004, -0.077, 0.115], [-0.007, 0.161, 0.019], [0.035, -0.082, 0.021], [0.039, 0.038, -0.011], [0.017, -0.075, -0.022], [0.004, -0.016, -0.007], [-0.044, -0.002, -0.028], [0.034, 0.005, -0.013], [0.021, 0.059, -0.027], [-0.062, -0.089, -0.016], [0.137, 0.005, 0.073], [-0.083, -0.039, 0.089], [0.161, -0.175, -0.157], [0.133, 0.109, 0.134], [-0.085, 0.107, 0.012], [-0.045, -0.032, 0.068], [0.151, -0.100, 0.145], [0.021, -0.046, -0.013], [-0.042, 0.012, -0.064], [-0.016, 0.066, 0.007]],
  "smiles": "CC(=O)OCCC[C@H]1[C@H](S(C)(=O)=O)OC(=O)[C@@H]1N",
  "gap_ha": 0.3621
}


{
  "formula": "C25H32NO",
  "method": "the ωB97M-V functional and the def2-TZVPD basis",
  "symbols": ["C", "C", "C", "C", "N", "C", "C", "O", "C", "C", "C", "C", "H", "H", "H", "H", "H", "H", "H", "H", "H", "H", "H", "H", "H", "H", "H", "H", "H", "C", "C", "C", "C", "C", "C", "C", "C", "C", "C", "C", "C", "C", "C", "C", "H", "H", "H", "H", "H", "H", "H", "H", "H", "H", "H", "H", "H", "H", "H"],
  "xyz": [[-3.140, -1.995, -1.422], [-2.647, -3.353, -0.937], [-1.126, -3.508, -1.002], [-0.322, -2.229, -0.868], [1.045, -2.466, -0.898], [1.553, -3.815, -1.120], [3.073, -3.903, -1.009], [3.726, -2.793, -1.632], [3.389, -1.575, -0.976], [1.888, -1.305, -0.952], [-0.893, -0.990, -0.733], [-2.365, -0.840, -0.761], [-3.016, -1.933, -2.509], [-4.207, -1.893, -1.199], [-2.974, -3.514, 0.098], [-3.103, -4.147, -1.538], [-0.845, -4.229, -0.215], [-0.888, -3.994, -1.965], [1.139, -4.511, -0.376], [1.271, -4.187, -2.124], [3.345, -3.983, 0.062], [3.446, -4.770, -1.571], [3.764, -1.571, 0.070], [3.895, -0.787, -1.555], [1.636, -0.670, -1.822], [1.692, -0.719, -0.049], [-0.323, -0.076, -0.369], [-2.632, 0.100, -1.259], [-2.739, -0.739, 0.276], [-4.326, 5.047, -0.467], [-3.174, 4.087, -0.438], [-2.852, 3.316, -1.559], [-1.812, 2.392, -1.511], [-1.059, 2.192, -0.333], [0.026, 1.153, -0.345], [0.984, 1.286, 0.809], [2.359, 1.522, 0.606], [3.260, 1.364, 1.656], [2.806, 1.039, 2.940], [3.779, 0.798, 4.054], [1.433, 0.914, 3.166], [0.529, 1.036, 2.116], [-1.316, 3.066, 0.745], [-2.376, 3.969, 0.702], [-4.720, 5.215, 0.541], [-4.031, 6.025, -0.870], [-5.137, 4.667, -1.097], [-3.435, 3.437, -2.474], [-1.559, 1.811, -2.402], [0.578, 1.279, -1.291], [2.713, 1.794, -0.393], [4.332, 1.482, 1.482], [3.332, 1.056, 5.020], [4.079, -0.258, 4.107], [4.689, 1.390, 3.917], [1.070, 0.711, 4.176], [-0.545, 0.951, 2.303], [-0.679, 3.057, 1.628], [-2.588, 4.598, 1.569]],
  "atomic_forces_ev_per_a": [[0.511, -0.003, -0.296], [-0.165, 0.074, 0.341], [-0.943, -0.147, -0.314], [2.137, 0.349, 0.072], [-1.007, -0.148, 0.200], [0.271, -0.474, -0.596], [0.329, 0.475, -0.086], [-0.551, 0.135, 0.571], [0.375, -0.467, 0.044], [0.284, 0.567, -0.102], [-1.366, -3.247, -0.642], [-0.868, 0.870, 0.796], [-0.025, 0.023, 0.084], [0.218, 0.126, -0.088], [-0.017, 0.100, -0.137], [0.017, 0.107, 0.174], [0.150, 0.458, -0.303], [0.225, 0.349, 0.344], [0.095, 0.221, -0.267], [0.000, 0.231, 0.345], [0.187, 0.115, -0.411], [-0.265, 0.075, 0.456], [0.056, -0.142, -0.463], [-0.151, -0.198, 0.392], [-0.185, -0.324, 0.084], [0.084, -0.085, -0.214], [0.268, -0.494, 0.565], [-0.135, -0.156, 0.037], [0.026, 0.102, -0.249], [-0.248, 0.120, 0.019], [0.073, -0.064, -0.074], [0.242, -0.214, -0.075], [-0.104, 0.006, -0.038], [-0.479, -0.674, -0.377], [1.845, 5.476, 0.153], [-0.350, -1.036, 0.191], [-0.154, -0.401, -0.128], [-0.261, 0.285, -0.175], [-0.008, -0.178, -0.106], [0.195, 0.061, 0.257], [-0.246, 0.150, -0.148], [0.139, -0.056, -0.034], [-0.243, -0.196, 0.314], [0.382, -0.217, -0.038], [0.067, -0.028, -0.190], [0.041, -0.220, 0.058], [0.141, 0.072, 0.107], [0.208, -0.065, 0.230], [-0.183, 0.105, 0.253], [-0.450, -0.895, 0.224], [-0.041, -0.231, 0.286], [-0.354, 0.072, 0.025], [0.126, -0.037, -0.152], [-0.119, 0.201, -0.093], [-0.147, -0.100, 0.061], [0.108, 0.046, -0.312], [0.366, -0.274, -0.059], [-0.257, -0.041, -0.262], [0.156, -0.161, -0.254]],
  "de_lowest_kj_mol": 176.81,
  "total_charge": 1,
  "gap_ha": 0.2221
}


{
  "formula": "C11H16NOP",
  "method": "the ωB97M-V functional and the def2-TZVPD basis",
  "symbols": ["C", "C", "C", "C", "C", "C", "C", "C", "C", "C", "C", "N", "O", "P", "H", "H", "H", "H", "H", "H", "H", "H", "H", "H", "H", "H", "H", "H", "H", "H"],
  "xyz": [[-3.866, -0.168, -0.704], [-2.907, -0.940, -1.393], [-3.565, 0.257, 0.530], [-1.631, -1.264, -0.844], [-2.347, -0.096, 1.112], [-1.371, -0.808, 0.449], [2.151, -3.033, 0.457], [2.610, 0.541, -0.919], [1.286, 2.725, -0.547], [1.182, 0.763, 1.047], [1.346, 1.246, -0.335], [1.091, -2.041, 0.428], [2.572, -3.707, -0.429], [0.286, -0.863, 1.128], [-4.857, 0.096, -1.164], [-3.191, -1.228, -2.390], [-4.209, 0.813, 1.216], [-0.844, -1.566, -1.451], [-2.179, 0.238, 2.138], [2.509, -3.157, 1.445], [-0.022, -0.822, 2.455], [2.654, 0.754, -2.075], [2.543, -0.623, -0.566], [3.531, 0.976, -0.436], [1.343, 3.142, -1.566], [0.500, 3.112, -0.061], [2.130, 3.056, -0.050], [0.627, 1.431, 1.714], [2.188, 0.396, 1.604], [0.440, 0.773, -0.792]],
  "atomic_forces_ev_per_a": [[-0.821, -0.764, -2.213], [0.409, 0.002, 0.403], [0.685, 0.413, 3.014], [-2.756, 2.079, 0.229], [-0.167, 0.439, 0.786], [0.154, 0.269, -0.660], [-2.674, 2.288, 0.715], [-0.167, -0.963, -0.442], [1.954, -1.163, -1.866], [1.078, -1.787, 2.967], [-0.315, -2.039, -2.385], [0.606, -0.605, -0.128], [-0.156, 0.106, -1.121], [1.946, -1.419, -1.584], [1.237, -0.420, 0.339], [0.331, -0.251, -0.303], [-0.217, -0.035, -0.723], [1.105, -1.223, -0.901], [0.117, -0.047, -0.208], [0.672, -0.195, 1.514], [-0.085, -0.347, 1.359], [0.102, -0.910, 2.205], [0.334, 2.898, -1.596], [-0.817, -0.320, -0.501], [-0.159, -0.735, 0.189], [-3.169, 1.559, 1.619], [1.925, 1.306, 1.012], [0.152, 0.074, 0.040], [-1.953, 1.276, -1.117], [0.650, 0.516, -0.644]],
  "smiles": "CC(C)C[P@H](=NC=O)c1ccccc1",
  "de_lowest_kj_mol": 223.33,
  "gap_ha": 0.3524
}